DFT (ωB97M-V with the def2-TZVPD basis set) results for a 3-piece molecular cluster, C23H48F3N4O6Si overall at a distorted geometry.

Output
**LUMO**: -0.1668 Ha
**E**: -58897.75573 eV
**Charge**: +1
**HOMO energy**: -10.09 eV
**Max |F|**: 1.12 eV/A
**Spin multiplicity**: 1

The geometry in XYZ format:
```
85
C23H48F3N4O6Si | the OMol25 dataset | ωB97M-V with the def2-TZVPD basis set
C 4.33 3.25 0.73
Si 3.12 4.66 0.49
C 3.95 6.27 0.95
C 2.65 4.72 -1.32
O 1.78 4.51 1.51
C 0.50 4.29 0.94
C -0.41 3.65 2.02
C 0.49 2.76 2.80
C 1.06 1.62 2.22
C 1.93 0.88 3.00
C 2.65 -0.30 2.44
O 1.74 -1.00 1.59
C 2.28 -1.46 0.44
F 1.47 -2.37 -0.06
F 3.48 -1.99 0.62
F 2.41 -0.47 -0.44
C 2.14 1.32 4.32
N 1.58 2.36 4.86
N 0.77 3.06 4.06
H 5.30 3.63 0.43
H 4.13 2.40 0.08
H 4.43 2.91 1.76
H 4.98 6.31 0.60
H 3.94 6.37 2.03
H 3.37 7.09 0.55
H 3.54 4.85 -1.93
H 2.17 3.78 -1.62
H 1.95 5.53 -1.49
H 0.06 5.23 0.60
H 0.53 3.61 0.09
H -0.87 4.41 2.65
H -1.15 3.04 1.52
H 0.85 1.35 1.20
H 3.50 0.08 1.87
H 3.04 -0.95 3.21
H 2.80 0.76 4.96
H 0.36 3.89 4.47
C 0.83 -10.25 -0.39
O 0.03 -9.10 -0.62
C -0.23 -8.33 0.55
C 0.41 -6.96 0.42
N 1.86 -7.05 0.47
C 2.55 -5.81 0.15
C 2.42 -5.26 -1.27
O 3.03 -6.07 -2.25
C 2.22 -7.08 -2.81
H 0.89 -10.79 -1.33
H 1.84 -9.98 -0.07
H 0.38 -10.90 0.36
H 0.13 -8.84 1.44
H -1.31 -8.21 0.63
H 0.06 -6.33 1.25
H 0.05 -6.51 -0.52
H 2.16 -7.76 -0.18
H 3.62 -5.97 0.34
H 2.22 -5.04 0.86
H 2.96 -4.30 -1.29
H 1.38 -5.04 -1.54
H 1.16 -6.79 -2.84
H 2.31 -8.02 -2.26
H 2.56 -7.26 -3.83
C -7.19 1.64 -1.71
O -6.28 2.16 -2.67
C -6.44 3.54 -2.93
C -5.21 4.31 -2.50
N -5.08 4.31 -1.05
C -3.81 4.84 -0.56
C -2.54 4.06 -0.89
O -2.47 2.78 -0.27
C -3.07 1.73 -1.03
H -7.02 0.57 -1.65
H -7.03 2.08 -0.72
H -8.22 1.82 -2.01
H -7.33 3.94 -2.44
H -6.57 3.66 -4.01
H -5.28 5.34 -2.85
H -4.34 3.84 -2.99
H -5.19 3.36 -0.71
H -3.89 4.90 0.53
H -3.70 5.86 -0.93
H -1.70 4.64 -0.49
H -2.37 3.97 -1.96
H -2.98 1.91 -2.10
H -4.12 1.60 -0.76
H -2.55 0.81 -0.78
```

Partial charges, Löwdin, in e: C -0.152; Si 0.439; C -0.150; C -0.150; O -0.218; C -0.242; C -0.055; C -0.165; C 0.114; C -0.091; C -0.093; O 0.057; C -0.748; F 0.210; F 0.192; F 0.175; C -0.026; N 0.146; N 0.132; H 0.038; H 0.026; H 0.025; H 0.037; H 0.034; H 0.036; H 0.046; H 0.032; H 0.040; H 0.121; H 0.111; H 0.133; H 0.114; H 0.153; H 0.150; H 0.150; H 0.140; H 0.189; C -0.112; O -0.197; C -0.220; C -0.217; N -0.048; C -0.203; C -0.239; O -0.173; C -0.093; H 0.089; H 0.083; H 0.089; H 0.123; H 0.122; H 0.121; H 0.109; H 0.076; H 0.121; H 0.106; H 0.108; H 0.110; H 0.090; H 0.074; H 0.089; C -0.112; O -0.199; C -0.214; C -0.210; N -0.047; C -0.197; C -0.214; O -0.216; C -0.074; H 0.088; H 0.082; H 0.091; H 0.125; H 0.125; H 0.126; H 0.108; H 0.074; H 0.119; H 0.123; H 0.092; H 0.118; H 0.094; H 0.077; H 0.087